(1)
Computed, not measured: a structure of composition C23H27FN2O3, with wB97M-V/def2-TZVPD.

```
! RIJCOSX wB97M-V def2-TZVPD def2/J DEFGRID3
* xyz 0 1
C -1.24047 -4.80846 0.00389
H -1.55894 -4.45892 0.85674
O 0.26288 -4.51771 -0.16422
C 0.71792 -3.41551 0.03035
C 2.07583 -3.58935 0.01738
C 2.73917 -2.35254 0.40572
C 2.05524 -1.16935 0.61808
C 0.73591 -0.97937 0.23301
C -0.05532 -2.11520 0.04542
O -1.32040 -2.18003 -0.01765
C -2.14600 -0.71419 -0.01014
C -3.53804 -1.14079 -0.77701
C -4.23741 -0.13986 -0.96867
N -4.13412 1.05623 0.29711
C -3.70505 0.33105 1.34964
C -2.39245 -0.38712 1.50803
H -1.48635 0.16732 1.71269
H -2.33673 -1.24051 2.17036
H -4.35151 -0.28146 1.69463
H -3.69168 1.15265 2.37844
C -3.71229 2.29762 -0.12275
C -2.31161 2.52838 -0.19789
C -1.27111 2.83455 0.69828
C 0.02918 2.85606 0.57451
C 0.55166 2.76869 -1.12931
C -0.25874 2.35331 -1.91755
C -1.68872 2.07128 -1.64310
H -2.35321 2.22687 -2.48152
H -0.06601 2.14583 -2.80490
H 1.64730 2.60954 -1.01423
H 0.78420 3.11192 1.16247
F -1.73873 2.91143 1.77809
H -3.86216 2.95769 0.86359
H -4.27402 2.55499 -0.89609
H -5.34977 -0.30286 -0.97088
H -3.90538 0.74650 -1.73574
H -3.24361 -1.70457 -1.81546
H -3.95932 -1.92995 0.22883
H -1.57635 -0.13841 -0.63991
H 0.17391 0.09460 0.54191
C 2.94267 0.15957 0.86301
O 2.25746 1.21039 1.61467
N 3.98019 0.28290 0.13688
C 4.86507 1.33066 0.25935
C 5.57847 2.02861 -1.02671
C 6.55889 1.24988 0.18038
H 7.08484 1.81963 0.88793
H 6.93627 0.17714 0.07660
H 5.81540 3.12402 -1.19647
H 5.47105 1.48069 -1.82918
H 4.49902 2.23531 0.86639
H 4.42528 -0.38274 -0.53270
H 4.05323 -2.27934 0.36698
H 2.59415 -4.46106 0.20719
H -1.30621 -5.95690 -0.03266
H -1.76349 -4.22914 -0.70380
*
```

Computed properties:
calculated total energy: -36106.6857 eV
ΔE to the lowest compared entry with this formula, charge and spin: 561.2 kcal per mole
strongest force on any atom: 19.40 eV/A


(2)
Computed, not measured: an isolated molecule of C17H21N3O3S, with wB97M-V/def2-TZVPD.

```
! RIJCOSX wB97M-V def2-TZVPD def2/J DEFGRID3
* xyz 0 1
C 1.63810 0.14872 -3.76988
C 0.71303 1.07506 -2.98048
N 1.49983 1.89892 -2.07425
C 0.76291 3.02381 -1.50505
C 0.00113 2.56401 -0.28946
C 0.70981 2.24270 0.86478
C 0.05297 1.73975 1.97244
C -1.31562 1.56258 1.91796
S -2.09749 0.74150 3.28799
N -3.65335 1.38013 3.27541
O -2.19935 -0.65377 2.96293
O -1.44567 1.11346 4.51050
C -2.04011 1.88436 0.78891
C -1.37771 2.39619 -0.31523
C -0.29308 0.19956 -2.22473
O -1.41194 -0.00645 -2.65080
N 0.20628 -0.36872 -1.11646
C -0.56372 -1.26968 -0.28473
C 0.29543 -2.36531 0.28012
C 0.18290 -2.71964 1.61843
C 0.96982 -3.73380 2.13723
C 1.87873 -4.39555 1.32878
C 1.99568 -4.04450 -0.00575
C 1.20622 -3.03568 -0.52764
H 2.24631 -0.44010 -3.08719
H 2.29700 0.72643 -4.41620
H 1.04785 -0.52269 -4.38783
H 0.12637 1.68657 -3.69024
H 2.31228 2.24359 -2.57586
H 1.48718 3.78490 -1.20345
H 0.07023 3.47191 -2.23536
H 1.78115 2.37473 0.88151
H 0.57654 1.47756 2.87791
H -4.34929 0.65273 3.23838
H -3.80267 1.99289 4.06044
H -3.10592 1.72593 0.77914
H -1.93338 2.63967 -1.20792
H 1.10559 -0.05526 -0.78404
H -1.34663 -1.68380 -0.93011
H -1.05396 -0.72959 0.53287
H -0.52917 -2.20365 2.24623
H 0.87423 -4.00648 3.17779
H 2.49331 -5.18514 1.73590
H 2.70009 -4.56115 -0.64171
H 1.28812 -2.76669 -1.57129
*
```

Computed properties:
calculated total energy: -39418.4849 eV
ΔE to the lowest compared entry with this formula, charge and spin: 38.8 kcal per mole
structure (SMILES): C[C@H](NCc1ccc(S(N)(=O)=O)cc1)C(=O)NCc1ccccc1
strongest force on any atom: 0.91 eV/A


(3)
Computed, not measured: a cluster of 2 separate species, C25H37F2IN3O8 in total, with wB97M-V/def2-TZVPD.

```
! RIJCOSX wB97M-V def2-TZVPD def2/J DEFGRID3
* xyz 1 1
C -1.67143 1.87784 -4.52024
O -2.80144 2.26606 -3.61751
C -2.72111 1.29509 -2.50786
C -3.88483 1.55111 -1.33458
C -3.81008 0.44696 -0.12562
C -2.87092 0.93077 1.16540
C -2.52325 -0.30800 2.18643
C -1.45764 0.05233 3.37721
C 0.05966 -0.58249 3.14523
C 0.63090 -0.34786 1.60447
C 1.28547 1.08808 1.29789
C 1.45749 2.34072 2.33229
C 3.04262 2.53913 2.74028
C 3.42603 2.04415 4.25519
C 4.84582 1.16483 4.31925
O 5.33225 1.02022 5.72451
C 4.66807 -0.11125 6.39764
C 1.72858 1.13529 -0.26408
C 2.40579 2.43942 -1.00118
C 4.00397 2.64877 -0.70187
O 4.76789 1.54981 -0.61098
I 4.73065 4.71834 -0.48765
C 1.42492 -0.20024 -1.08467
N 0.85474 -1.48202 -0.67209
N 0.51924 -1.41890 0.62703
N -0.04770 -2.62948 1.09837
C -0.60377 -3.42497 -0.08393
O 0.08663 -4.49553 -0.56542
F -1.90532 -3.04775 -0.69118
C 1.05046 -3.54283 1.65635
O 0.78417 -4.66122 2.38738
F 2.46610 -3.17587 1.41900
H -1.06062 0.97774 -4.03171
H -0.88951 2.76183 -4.66162
H -2.02977 1.59298 -5.60240
H -2.91894 0.21848 -2.96867
H -1.66658 1.34724 -1.95604
H -4.93840 1.50988 -1.89461
H -3.77828 2.67718 -0.97431
H -3.39480 -0.55584 -0.61200
H -4.89294 0.25761 0.31515
H -1.90911 1.42723 0.71110
H -3.46800 1.78412 1.74032
H -3.54760 -0.58915 2.73130
H -2.24642 -1.23478 1.52832
H -1.86558 -0.17970 4.45532
H -1.30224 1.23527 3.33966
H 0.18062 -1.67664 3.53855
H 0.77256 0.08364 3.83431
H 1.01595 3.34232 1.85564
H 0.85789 2.20763 3.35181
H 3.32641 3.68857 2.60150
H 3.69291 1.93363 1.97862
H 2.51409 1.38293 4.64712
H 3.55910 2.99499 4.96440
H 5.65576 1.72248 3.68340
H 4.70715 0.09507 3.80906
H 3.66894 0.20107 6.94599
H 5.42847 -0.50826 7.22674
H 4.48814 -1.03497 5.66952
H 1.85632 3.39943 -0.55229
H 2.19090 2.48602 -2.17132
H 1.71355 -0.15398 -2.24447
C -3.25338 -4.03008 -4.74779
C -2.45033 -3.08724 -5.62006
C -1.34276 -2.39689 -4.88287
O -1.15650 -1.22454 -5.65121
C -2.37227 -0.93922 -6.21001
O -2.65001 0.11072 -6.75972
O -3.23764 -1.99123 -6.06090
H -3.61083 -3.52613 -3.84319
H -4.14119 -4.38675 -5.27967
H -2.65028 -4.89343 -4.44878
H -2.08277 -3.61474 -6.50862
H -0.42727 -2.99427 -4.84666
H -1.61872 -2.10076 -3.86399
*
```

Computed properties:
calculated total energy: -60886.0286 eV
strongest force on any atom: 11.05 eV/A


(4)
Computed, not measured: a cluster of 3 separate species, C2H4 in total, with wB97M-V/def2-TZVPD.

```
! RIJCOSX wB97M-V def2-TZVPD def2/J DEFGRID3
* xyz 0 1
C 0.08010 -0.81170 0.16676
C -0.31172 0.37821 0.42294
H -1.23375 -1.69922 -0.19247
H 0.80492 -1.57747 0.02079
H 0.40475 2.56458 -1.78379
H 0.94263 3.05859 -1.69514
*
```

Computed properties:
calculated total energy: -2131.8276 eV
ΔE to the lowest compared entry with this formula, charge and spin: 140.0 kcal per mole
strongest force on any atom: 4.77 eV/A


Q: Number 4 is which compound?
A: C2H4


Q: What is the formula in the third record?
A: C25H37F2IN3O8


What did the fourth record say?
Computed, not measured: a cluster of 3 separate species, C2H4 in total, with wB97M-V/def2-TZVPD.

```
! RIJCOSX wB97M-V def2-TZVPD def2/J DEFGRID3
* xyz 0 1
C 0.08010 -0.81170 0.16676
C -0.31172 0.37821 0.42294
H -1.23375 -1.69922 -0.19247
H 0.80492 -1.57747 0.02079
H 0.40475 2.56458 -1.78379
H 0.94263 3.05859 -1.69514
*
```

Computed properties:
calculated total energy: -2131.8276 eV
ΔE to the lowest compared entry with this formula, charge and spin: 140.0 kcal per mole
strongest force on any atom: 4.77 eV/A


Q: What is the strongest force on any atom in the second record?
A: 0.91 eV/A